# 1
Formula: C5H24N2O7
Source: the OMol25 dataset
Level of theory: ωB97M-V/def2-TZVPD

Values from the calculation:
- DFT total energy (a.u.) = -841.06539
- HOMO-LUMO gap (eV) = 10.29
- SMILES = CCN(C)C(=O)CN.O.O.O.O.O.O
- HOMO (eV) = -9.98
- ΔE to the lowest compared entry with this formula, charge and spin (kcal/mol) = 51.6

```
38
Properties=species:S:1:pos:R:3:forces:R:3:lowdin_charge:R:1
N -0.415 -2.117 0.265 0.0 -0.1 -0.5 0.013
C 0.481 -1.131 0.903 -1.2 0.0 -0.3 -0.134
C 0.395 0.281 0.300 -0.4 -1.5 -0.2 -0.423
N -0.700 1.047 0.459 0.4 0.4 -1.6 -0.060
C -2.025 0.562 0.873 0.2 -0.6 -1.8 -0.168
C -3.024 0.549 -0.320 0.8 1.4 0.2 -0.068
C -0.636 2.294 -0.304 -1.1 1.5 0.2 -0.030
O 1.394 0.590 -0.365 -0.6 0.6 0.3 -0.030
H -0.147 -2.365 -0.685 -0.3 0.3 0.0 0.038
H -0.414 -2.985 0.786 0.2 0.0 0.2 0.091
H 1.523 -1.353 0.711 0.3 -0.3 0.9 0.110
H 0.107 -1.137 1.926 0.9 0.2 0.3 0.126
H -2.433 1.226 1.631 0.1 -0.3 0.3 0.129
H -1.923 -0.483 1.113 0.3 0.3 0.8 0.046
H -3.949 0.112 0.000 -0.5 0.0 0.1 0.063
H -3.094 1.604 -0.555 -1.0 0.2 -0.2 0.045
H -2.739 0.122 -1.283 0.5 -0.6 0.5 0.087
H -1.515 2.600 -0.892 -0.2 -1.0 0.4 0.083
H -0.593 3.125 0.403 0.7 0.1 0.0 0.093
H 0.132 2.347 -1.060 0.6 -0.3 0.5 0.084
H 2.919 -2.003 -1.921 -0.1 0.6 0.0 0.033
H 1.599 -2.468 -1.232 0.2 0.4 0.0 -0.016
O 2.418 -2.763 -1.637 0.0 -1.0 -0.1 -0.034
H 0.599 3.073 3.157 0.3 0.2 0.0 0.042
H 2.034 2.807 2.536 -0.2 0.3 0.0 0.034
O 1.230 2.403 2.882 -0.3 -0.3 0.1 -0.062
H 3.476 0.468 -2.168 -0.1 0.2 0.8 0.023
H 2.062 1.220 -2.136 0.7 -0.5 0.6 0.001
O 2.761 0.835 -2.679 -0.4 0.2 -1.5 -0.064
H 0.694 -2.510 -3.078 0.2 0.3 -0.2 0.033
H -0.071 -1.149 -2.959 0.4 0.2 -0.2 0.042
O -0.150 -2.098 -2.865 -0.5 -0.5 0.3 -0.048
H 2.458 1.257 1.049 0.0 -0.1 -0.7 -0.016
H 2.968 1.101 2.432 0.3 -0.1 0.1 0.030
O 3.272 1.349 1.551 0.2 0.1 0.6 -0.061
H -2.607 -2.438 0.413 0.0 0.0 -0.3 0.017
H -2.778 -1.836 1.746 -0.4 -0.2 0.3 0.023
O -3.309 -2.137 1.003 -0.1 -0.4 0.2 -0.070
```
Forces are in eV/Å.

***

# 2
Formula: C19H41Br2N6O7P3S
Source: the OMol25 dataset
Level of theory: ωB97M-V/def2-TZVPD

Values from the calculation:
- DFT total energy (a.u.) = -8173.79087
- HOMO-LUMO gap (eV) = 5.90
- SMILES = O=C1C(S)=C(CP(=O)(O)O)C(=O)C(Br)=C1Br.CN(C)P(=O)(N(C)C)N(C)C.CN(C)P(=O)(N(C)C)N(C)C
- HOMO (eV) = -7.70

```
79
Properties=species:S:1:pos:R:3:forces:R:3:lowdin_charge:R:1
O -1.150 -0.982 3.506 -0.3 -2.7 -3.9 0.028
C -1.267 -1.690 2.478 0.4 0.9 2.1 -0.297
C -0.406 -1.463 1.157 -2.2 -0.3 -1.5 -0.424
S 1.314 -0.791 1.240 -1.5 0.2 0.4 0.793
C -1.026 -1.812 -0.070 0.9 0.5 1.1 -0.165
C -0.287 -1.691 -1.502 -0.6 -0.3 0.4 -0.160
P 1.051 -3.066 -1.470 0.2 -3.4 3.4 0.635
O 0.828 -3.990 -0.245 0.3 2.7 -3.1 -0.345
O 2.603 -2.406 -1.303 -2.9 -0.7 -2.4 -0.185
O 0.877 -4.081 -2.839 -0.1 1.9 1.8 -0.203
C -2.524 -2.404 -0.100 -0.8 -0.1 -1.0 -0.282
O -3.297 -2.228 -1.065 2.8 -0.7 3.3 0.055
C -2.915 -3.279 1.197 1.7 1.4 1.7 -0.563
Br -4.197 -4.750 0.968 1.3 1.6 0.1 0.694
C -2.286 -2.939 2.435 -1.3 -0.7 -2.8 -0.521
Br -2.703 -4.037 4.034 0.7 1.6 -1.5 0.676
H 1.124 0.447 1.866 -0.3 -1.3 -0.5 -0.094
H -1.039 -1.952 -2.336 1.2 0.5 1.3 0.105
H 0.163 -0.657 -1.673 -0.6 -1.4 0.3 0.104
H 2.806 -1.922 -2.140 0.2 -0.1 0.6 0.072
H 0.143 -4.689 -2.567 0.9 0.5 -0.2 0.088
O -2.575 2.805 9.369 3.4 -1.8 0.6 -0.302
P -2.182 2.315 7.964 -5.9 2.9 -3.0 0.752
N -2.176 3.866 7.259 0.7 1.5 -1.0 -0.372
C -3.306 4.665 6.845 -0.4 -0.2 0.2 -0.127
C -1.051 4.715 7.644 0.3 -0.5 0.2 -0.135
N -3.621 1.396 7.753 -0.6 -1.5 1.1 -0.328
C -4.739 1.727 6.893 0.5 -0.3 -0.7 -0.135
C -4.154 0.760 8.965 0.3 0.2 0.2 -0.149
N -1.665 1.701 6.390 1.2 -1.4 1.7 -0.299
C -1.696 2.337 5.087 1.0 0.8 -0.1 -0.108
C -1.481 0.254 6.294 0.3 -0.2 0.2 -0.144
H -3.002 5.360 6.055 0.2 0.1 0.1 0.082
H -3.736 5.240 7.676 -0.1 0.1 -0.1 0.088
H -4.100 4.081 6.389 0.0 -0.2 0.2 0.048
H -0.133 4.349 7.169 0.1 0.0 0.1 0.072
H -0.898 4.715 8.728 0.0 0.1 0.0 0.069
H -1.178 5.754 7.332 -0.2 -0.2 -0.1 0.078
H -5.342 2.540 7.307 -0.1 0.1 0.0 0.083
H -5.395 0.858 6.766 0.1 0.0 0.2 0.082
H -4.420 1.981 5.883 0.1 0.2 0.0 0.060
H -4.733 1.466 9.567 0.0 0.0 0.2 0.077
H -3.346 0.359 9.581 -0.1 0.2 0.0 0.071
H -4.800 -0.086 8.714 0.0 0.1 -0.3 0.077
H -2.714 2.507 4.727 -0.1 0.1 0.2 0.075
H -1.191 1.726 4.332 0.0 -0.3 0.3 0.071
H -1.157 3.287 5.080 -0.2 0.0 0.1 0.078
H -2.376 -0.235 5.899 0.0 0.0 0.0 0.080
H -1.263 -0.174 7.276 -0.2 0.0 0.0 0.074
H -0.633 0.000 5.652 -0.1 0.1 0.0 0.063
O 3.254 -0.309 -4.791 3.4 -1.8 0.8 -0.312
P 3.672 -0.798 -6.192 -5.8 3.0 -3.2 0.756
N 3.702 0.752 -6.893 0.7 1.4 -0.9 -0.371
C 2.584 1.560 -7.328 -0.5 -0.2 0.2 -0.123
C 4.825 1.594 -6.486 0.3 -0.5 0.2 -0.131
N 2.232 -1.708 -6.431 -0.6 -1.4 1.1 -0.320
C 1.131 -1.371 -7.311 0.4 -0.3 -0.7 -0.127
C 1.677 -2.338 -5.229 0.3 0.1 0.1 -0.167
N 4.215 -1.414 -7.756 1.2 -1.5 1.7 -0.306
C 4.213 -0.776 -9.059 0.9 0.8 -0.1 -0.111
C 4.392 -2.862 -7.849 0.2 -0.2 0.2 -0.140
H 2.908 2.253 -8.110 0.2 0.1 0.2 0.084
H 2.143 2.136 -6.504 -0.1 0.1 -0.1 0.089
H 1.795 0.981 -7.800 0.0 -0.2 0.2 0.049
H 5.749 1.223 -6.943 0.1 0.0 0.1 0.074
H 4.957 1.591 -5.399 0.0 0.1 0.0 0.069
H 4.710 2.634 -6.798 -0.2 -0.2 -0.1 0.081
H 0.525 -0.555 -6.908 -0.1 0.1 0.0 0.085
H 0.473 -2.236 -7.450 0.1 0.0 0.2 0.085
H 1.469 -1.120 -8.315 0.1 0.2 0.0 0.062
H 1.092 -1.626 -4.637 -0.1 0.1 0.2 0.072
H 2.474 -2.742 -4.600 -0.1 0.1 -0.1 0.060
H 1.031 -3.181 -5.485 0.0 0.1 -0.2 0.080
H 3.204 -0.599 -9.438 -0.1 0.1 0.2 0.074
H 4.729 -1.389 -9.805 0.0 -0.2 0.3 0.083
H 4.758 0.170 -9.054 -0.2 0.0 0.0 0.080
H 3.501 -3.345 -8.262 0.0 0.0 0.0 0.083
H 4.588 -3.292 -6.863 -0.1 0.0 -0.1 0.073
H 5.251 -3.121 -8.475 0.0 0.1 0.0 0.078
```
Forces are in eV/Å.

***

# 3
Formula: C3H7N4S
Source: the OMol25 dataset
Level of theory: ωB97M-V/def2-TZVPD

Values from the calculation:
- DFT total energy (a.u.) = -735.39542
- HOMO-LUMO gap (eV) = 9.00
- total charge = +1
- HOMO (eV) = -13.85
- ΔE to the lowest compared entry with this formula, charge and spin (kcal/mol) = 35.3

```
15
Properties=species:S:1:pos:R:3:forces:R:3:lowdin_charge:R:1
C 1.038 1.426 0.246 -1.2 0.6 -1.2 -0.098
C 3.239 0.376 -0.008 -2.1 2.0 0.7 -0.729
C 0.021 -1.800 -0.340 1.1 -0.2 1.6 0.038
N 2.328 1.223 0.085 1.1 -0.6 -0.1 0.079
N 0.140 0.452 0.271 1.4 -1.4 -0.2 0.048
N 0.735 -0.875 0.151 -0.2 1.3 0.0 0.033
N -2.535 0.395 -0.009 -1.6 -1.8 1.8 -0.023
S 4.534 -0.389 -0.002 1.0 -0.9 -0.2 0.968
H 0.707 2.526 0.134 0.2 -2.0 0.7 0.184
H -1.003 -1.749 -0.537 -1.6 0.4 -0.7 0.048
H 0.447 -2.796 -0.290 0.3 0.1 -0.4 0.097
H -0.952 0.493 0.272 0.4 0.8 -0.4 0.069
H -2.702 -0.275 -0.805 0.0 1.0 1.1 0.064
H -3.236 1.184 -0.104 1.1 -1.4 0.3 0.084
H -2.761 -0.191 0.937 0.2 1.9 -3.0 0.139
```
Forces are in eV/Å.

***

# 4
Formula: C21H19ClF2N6
Source: the OMol25 dataset
Level of theory: ωB97M-V/def2-TZVPD

Values from the calculation:
- DFT total energy (a.u.) = -1800.10677
- HOMO-LUMO gap (eV) = 8.33
- SMILES = CCC[C@H](N)c1cccc(-c2cc(Cl)c3cnn(-c4nccc(C(F)F)n4)c3c2)n1
- HOMO (eV) = -8.60
- ΔE to the lowest compared entry with this formula, charge and spin (kcal/mol) = 0.0

```
49
Properties=species:S:1:pos:R:3:forces:R:3:lowdin_charge:R:1
F -3.741 3.578 7.061 -0.7 -0.3 -0.9 0.042
F -5.760 3.260 6.117 0.7 -0.2 0.2 0.051
Cl -0.112 4.013 -2.620 -0.2 -0.9 0.5 0.664
N -2.611 4.050 1.160 0.1 -0.3 -0.5 0.111
N -2.787 0.897 3.069 0.4 0.7 -1.3 0.139
N -3.348 3.085 3.733 -0.1 0.6 -0.9 0.197
N 0.910 -1.236 -1.990 0.3 -0.5 -0.7 0.161
C -2.005 4.204 0.000 0.0 -0.8 1.2 -0.063
C -2.864 2.219 2.798 -0.7 -0.3 2.3 -0.238
C -3.240 0.442 4.247 0.8 0.2 -1.3 -0.112
C 0.145 -1.012 -0.922 -0.3 0.0 0.3 -0.204
C -3.857 2.632 4.878 1.0 -1.2 -1.2 -0.191
C 1.266 -2.491 -2.323 0.5 0.3 0.1 -0.209
C -3.801 1.270 5.162 -0.9 0.0 1.7 -0.010
C -0.257 -2.076 -0.115 0.2 -1.2 -0.4 -0.008
C 0.881 -3.586 -1.558 0.3 -0.3 -0.6 -0.040
C 0.097 -3.397 -0.452 -0.3 0.9 0.4 -0.049
C -0.035 1.420 -1.612 -0.2 1.0 0.1 -0.046
C -1.125 0.739 0.439 0.3 0.2 -0.3 0.054
C -0.505 2.717 -1.485 -0.1 -0.7 0.6 -0.557
C -1.305 2.995 -0.368 -0.2 1.6 -0.8 -0.201
C -0.324 0.414 -0.672 -0.7 0.1 0.6 -0.112
C -1.587 2.062 0.616 0.0 -0.5 -0.3 -0.121
N -2.397 2.741 1.554 0.3 -1.0 0.4 -0.008
N 2.051 -1.644 -4.535 1.2 0.3 0.0 0.040
C -4.450 3.597 5.865 -0.1 1.1 0.3 -0.297
C 5.719 -2.089 -2.009 -0.4 0.1 -0.5 -0.119
C 4.285 -1.751 -2.407 -0.5 -1.0 0.0 -0.251
C 3.629 -2.936 -3.206 0.9 0.7 0.9 -0.173
C 2.181 -2.728 -3.570 -1.2 1.0 0.0 -0.367
H -2.043 5.130 -0.563 -0.1 -0.1 0.3 0.109
H -3.094 -0.621 4.448 -0.1 0.3 -0.2 0.119
H -4.186 0.833 6.091 0.1 0.5 -0.3 0.130
H -0.882 -1.985 0.737 -0.4 0.5 0.6 0.089
H 1.205 -4.576 -1.860 -0.1 0.0 0.0 0.115
H -0.250 -4.255 0.129 0.1 0.4 0.0 0.114
H 0.560 1.209 -2.451 0.7 -0.5 -0.9 0.087
H -1.409 -0.004 1.141 -0.1 -0.4 0.5 0.072
H 1.104 -1.478 -4.830 -0.2 0.1 0.2 0.067
H 2.470 -0.771 -4.177 -0.7 -0.7 -0.2 0.071
H -4.459 4.632 5.494 0.2 -0.4 0.1 0.158
H 5.725 -2.887 -1.275 0.1 -0.3 0.0 0.068
H 6.172 -1.218 -1.546 0.3 0.1 -0.1 0.066
H 6.276 -2.401 -2.906 0.1 0.1 0.4 0.078
H 3.717 -1.515 -1.485 0.0 -0.2 -0.6 0.110
H 4.274 -0.870 -3.033 0.0 0.4 -0.1 0.090
H 4.204 -3.129 -4.136 -0.3 0.1 0.5 0.125
H 3.692 -3.824 -2.573 0.1 -0.1 0.0 0.109
H 1.870 -3.659 -4.062 -0.3 0.2 0.1 0.137
```
Forces are in eV/Å.